1.
13 unconnected molecules or ions with the total composition C67H79NO41 in a non-equilibrium geometry, computed with wB97M-V/def2-TZVPD.

Positions of all 188 atoms, in Å:
O: 0.996488 -0.262175 3.409548
C: 3.255174 2.995596 -3.558888
C: 1.813912 1.078255 5.263694
O: 2.797891 2.581378 -7.141682
C: -3.118693 -3.650434 -5.356399
C: -0.018934 1.818320 3.652073
C: -4.272659 2.896351 2.989191
O: 3.029174 2.491965 0.212611
C: -4.387760 -2.778300 -7.887278
H: -6.928374 4.544565 0.103808
O: -5.360176 3.439144 2.329373
C: -2.740377 -2.218771 7.812492
H: 5.388085 4.378053 5.386329
H: 4.500222 4.383078 -6.911942
H: -0.112293 -3.140330 -6.399967
C: -5.692318 -1.646200 4.125050
C: -1.267629 6.092811 -3.667462
O: 5.943404 5.219475 -4.761211
H: -6.914067 -0.938313 0.983290
C: 2.020545 -5.044934 1.098678
H: 1.960765 -0.871716 -2.671207
O: -4.267656 -2.995424 -0.409029
O: 1.480373 -3.382975 -4.953871
H: -0.116708 -1.595119 -2.937167
H: -3.381097 -3.100278 7.835620
C: 4.966580 3.216012 3.877631
H: -3.493786 -1.764517 9.879890
H: 2.837237 2.583039 -2.652506
H: 6.052126 5.424417 -3.829655
H: -0.386909 0.672241 9.305694
H: 6.413010 3.379010 -1.540088
C: -1.266083 3.537694 -5.214879
H: -0.567350 -2.964594 5.457203
C: 4.210948 4.056515 -5.923971
H: 8.475918 2.196162 0.975434
H: 3.195739 4.720024 1.315060
H: -0.335620 -0.683127 0.512543
C: -0.483785 -0.878688 -2.202260
O: 3.156533 -5.530839 1.756931
H: 1.258979 -4.783567 1.833388
H: -5.007729 -3.311726 -0.932330
C: -1.980589 -4.516899 2.230042
O: 5.681329 3.534981 5.033005
C: -0.910061 0.055245 8.575120
C: -3.713343 -6.048035 1.379821
H: 1.000494 -3.533652 -0.064355
C: 0.643271 -2.653030 -5.783716
C: -0.599186 4.812803 -5.624019
C: 7.023231 -0.840639 0.323004
H: -5.513204 -1.520433 -6.601718
C: -5.006068 -0.633802 1.679942
O: -1.167701 2.505822 -5.825769
H: -3.366556 -1.499468 7.284662
H: 4.483874 -3.636175 -0.880916
H: 0.394156 3.795992 -6.966870
C: -6.076883 5.099481 0.497685
C: -6.278989 -1.010158 1.853874
H: 0.459104 -5.206471 -4.967629
C: 0.916399 0.895371 4.047414
H: -0.550568 1.606044 2.736259
O: -0.914786 -4.258827 2.832395
H: 1.853279 0.947693 -5.496345
C: -0.174065 3.127676 4.245813
H: 0.011220 6.735245 -5.474036
H: 0.769413 -1.307939 -7.330904
O: -4.857844 -5.628292 -0.664503
H: -0.856924 -0.100065 -2.867551
O: -1.454098 -2.403438 7.217028
O: 2.192506 -0.708207 -6.016865
H: -2.266403 -3.302582 5.442489
O: 4.136980 0.351174 1.762726
H: -4.120346 -7.038945 1.517115
O: -2.228711 4.955113 -1.837980
C: 7.893637 0.095949 1.146813
C: -2.804907 -5.742998 2.307803
O: -6.512730 5.960518 1.452232
O: 5.814493 1.234993 -2.348689
H: 3.668459 -5.285443 -1.084231
O: -0.921255 4.026832 3.795406
H: -1.678185 -1.672539 5.191488
C: 6.339328 0.885079 -1.324866
H: 5.708954 -1.224938 -1.278684
H: 3.973120 -4.263450 -2.484344
O: 4.434649 5.549889 3.386197
C: 4.227519 1.494000 2.122271
O: 2.668457 0.040128 -0.908239
O: -2.065742 -0.295544 9.363080
O: 2.544274 -3.661334 -1.196246
C: -5.608337 7.009301 1.838131
O: -3.470928 -4.807668 -8.804125
C: -4.080473 -5.279500 0.248498
O: 8.510482 -0.211763 2.136580
C: 3.759796 -4.251025 -1.415498
C: 1.856965 -0.431142 -1.667556
O: 7.115950 3.104813 -0.946559
C: 2.688268 2.503120 -4.714566
C: 0.761703 3.388205 5.397962
H: 4.504945 -3.874664 2.128645
H: 0.115755 -1.935241 -5.155548
H: -2.521344 2.931102 -3.430547
C: 4.363336 4.365398 3.104776
H: -3.518425 2.421065 2.362035
H: 3.544669 -2.092089 -4.971924
H: -2.175304 -2.642411 1.029550
O: -8.001935 -1.794453 3.368223
C: -5.065112 4.062545 1.050315
H: -1.106266 0.683975 7.706623
O: -2.795483 -0.108042 2.489961
C: 4.361086 4.022563 -3.493007
C: 4.876318 1.912763 3.455318
C: 3.792290 -4.576969 2.561067
C: 7.833172 1.444894 0.540838
H: 0.988718 0.493923 0.599435
H: -4.649916 7.053767 1.320859
C: 6.308637 -0.495808 -0.754135
O: 7.117986 -2.139264 0.707466
H: 2.988923 1.554204 0.011186
H: 3.081304 -4.264237 3.325784
C: 0.940622 -4.487625 -4.304688
H: -1.711765 -6.286405 3.843675
C: 2.048163 -3.746789 0.147938
O: -1.404695 7.160473 -3.120031
C: 1.540957 -1.794863 -6.734468
H: 2.136501 2.616026 6.821795
H: 5.254588 1.131617 4.098059
C: -3.956757 -0.547448 2.675873
H: -3.770776 -1.321283 4.788558
C: -1.729405 4.800219 -3.109652
C: -1.530953 -2.574727 5.785190
C: 4.849516 4.458249 -4.766546
C: -6.812817 -1.502798 3.142054
O: -2.549183 -6.493851 3.422602
H: -3.988126 -2.180121 -3.562640
C: -0.613786 5.981866 -5.017761
H: -0.228939 -0.792892 8.505517
O: 0.562219 4.549556 6.122782
C: 3.394103 -1.067157 -5.310950
O: -4.531532 -0.081456 0.552399
C: 0.136018 0.160206 0.008136
C: -4.432834 -1.172370 3.948370
H: -0.584897 0.955718 -0.180425
C: -2.597796 -1.602555 9.280679
O: 4.712511 4.309910 -2.387110
O: -6.051126 -2.196628 5.306472
H: -5.522037 7.091645 2.921576
C: -3.609049 -3.916512 0.372675
H: 2.255823 -2.314770 -7.372247
H: -1.259582 -1.480752 -1.729228
C: 3.700822 3.940139 1.865577
N: 0.549989 -0.352544 -1.298941
H: 4.292347 -0.811346 -5.872922
C: -4.164578 -2.536842 -5.455872
C: -4.655844 -2.177023 -6.617023
H: 7.256650 -2.113634 1.657050
C: 3.702842 2.719977 1.321917
H: -4.045439 4.445841 1.012231
H: 0.190105 -4.192323 -3.571461
H: -6.959392 -2.502335 5.249793
H: 1.587848 -5.833647 0.483215
O: 0.122644 4.705570 -6.823553
H: 0.113479 5.135270 5.508648
O: 2.527808 0.159639 5.717325
C: -3.101411 -4.478314 -6.567924
C: 1.640534 2.436910 5.879280
H: 3.354078 -0.589583 -4.331961
H: -1.910456 -2.303654 9.754094
H: -4.594773 2.076719 3.631498
H: -3.793387 -4.306505 -9.556752
H: 2.423411 -2.830516 0.603711
O: -2.490786 -3.948633 -4.302225
H: 1.753815 -4.943569 -3.739946
H: -5.039936 3.236570 0.339525
O: -4.825155 -2.512235 -9.014519
H: -2.585546 -5.398509 -6.799294
C: -2.587136 -3.619094 1.236612
H: -5.669411 5.669003 -0.337597
C: 3.150431 3.008571 -6.077367
C: -3.688145 -4.078767 -7.713537
O: -4.585569 -1.993225 -4.290470
H: -3.608895 0.161348 0.659118
H: -6.125978 7.867846 1.410288
O: 1.740063 1.525203 -4.737884
H: -3.797451 3.633640 3.636249
C: -1.814753 3.651068 -3.816279
H: -1.973979 5.815561 -1.496908
H: 1.289384 -0.941346 4.021542
C: 7.203315 1.819951 -0.542863
H: 4.444608 -5.125832 3.240279

Atoms 1-6, force components in eV/Å:
O -0.271 -0.142 -0.507
C -1.293 -0.593 -2.155
C 0.267 -0.046 1.135
O -0.483 -0.150 -0.237
C 0.740 -2.087 1.650
C 1.110 -0.916 -0.338

Output
* max |F|: 5.362 eV/Å
* E: -5739.5222 Ha

=====

2.
8 unconnected molecules or ions with the total composition C67H84ClN2O6 in a non-equilibrium geometry, computed with wB97M-V/def2-TZVPD.

Positions of all 160 atoms, in Å:
H: 0.672556 3.391155 2.467833
H: -7.532364 -2.263526 2.332801
H: -0.277562 -10.293336 -3.190892
H: 1.373016 -3.606731 -1.957143
C: 1.987087 1.603211 5.167667
C: 5.695147 2.693044 1.371104
C: -6.487032 -0.760205 1.210607
C: 1.576934 -4.268008 0.126204
H: 1.875756 -11.442917 -3.589143
N: 1.850013 0.392184 1.572509
C: -6.605351 -1.715469 2.213728
H: 8.060009 4.016195 -1.990613
C: 5.675200 0.107986 9.394646
C: -11.838583 -4.911846 -10.550750
C: 4.225290 0.551135 0.808734
H: 1.882277 -1.616500 -0.357812
H: 3.954257 4.872602 0.706217
H: -13.191279 -8.016529 -10.691533
O: 1.766540 3.329550 -1.145831
H: 3.801594 8.683683 2.639888
C: 1.920561 1.661219 2.170819
C: 1.164272 -4.544754 -1.364546
H: -9.066291 -6.860630 -10.623315
O: 2.979970 -3.959526 0.267741
H: 3.795356 -8.816163 -0.802216
H: 11.296695 5.000469 -2.084392
C: 0.615485 -9.966632 -2.671255
H: -8.281552 -1.842126 -5.421683
H: 2.584136 4.157543 3.429479
H: -9.277465 -3.541461 -7.121363
H: 2.939864 5.892640 1.910881
C: -9.808183 -0.965610 -9.260685
C: 5.166811 6.737999 5.058264
H: -11.735549 -0.193016 -9.809726
H: -12.131004 -3.869396 -10.509388
C: 5.641448 2.491474 10.822995
C: -11.895326 -1.838161 -8.438476
C: -4.348076 -1.260742 2.914107
O: 1.889054 4.545368 0.725506
H: 11.487411 6.594960 -2.957756
C: 1.824729 -10.614376 -2.892328
H: 2.426749 -2.903233 1.944244
C: -10.116579 -6.592456 -10.616554
H: 0.459388 -1.191783 0.959522
H: -13.859815 -5.636757 -10.590054
H: 1.107519 3.603017 4.716521
H: 8.860884 6.974974 -2.022873
C: 4.875057 7.217147 3.786137
C: -10.131982 -0.749554 -2.801628
H: 3.910648 -10.708972 -2.390158
C: 7.876710 4.576279 -1.032119
H: -3.513273 -1.455914 3.577378
C: 3.148814 -2.782760 1.098573
H: 4.844372 6.981685 7.167477
H: 10.437811 5.435837 -4.605344
H: -5.624902 -2.717232 3.840557
H: 3.057756 3.455732 5.722941
C: 3.171343 2.436157 2.081356
H: 1.296027 -1.227454 4.893771
C: -8.518499 -1.363796 -4.478905
C: -7.821745 -0.130523 -2.533463
H: 9.066252 5.712848 0.412065
H: -3.306509 0.254936 1.800417
H: 9.063900 5.700700 -3.736865
C: 3.339152 2.374146 5.547834
H: -7.321098 -0.565837 0.546433
H: 6.127590 3.438855 8.957776
H: 2.571767 5.157615 -1.290807
O: -1.010761 -1.692961 2.887622
H: 1.647319 -7.649165 -0.423344
H: -0.096590 2.303287 4.944052
C: -11.204876 -2.778223 -7.682001
H: -0.230801 0.421353 1.322350
H: 5.821159 5.881645 5.178952
H: -6.495466 -0.745828 -4.107024
H: 10.050409 4.469093 -0.431836
C: -9.130374 -0.127523 -2.065804
C: 3.786404 8.458254 6.021678
C: 3.104833 4.885155 1.435195
H: 5.624005 3.421420 11.379496
C: 5.935089 1.309787 8.747000
H: -10.794759 -8.627973 -10.720078
H: -0.261859 1.889464 2.716145
H: 3.718338 2.018839 6.548289
C: -11.197280 -0.929204 -9.224346
H: 5.170526 1.281457 12.533428
H: 4.188707 -2.847699 1.503989
H: 4.353975 4.005886 3.131640
H: 2.222871 -1.512227 3.396379
H: -9.735349 -4.481251 -10.511188
C: 0.738991 2.350800 2.902885
H: -11.151832 -0.751460 -2.434967
C: -12.433755 -7.241890 -10.656078
H: 7.935753 2.577989 -0.076045
O: 6.039510 3.490424 0.318628
H: 1.552858 1.305100 6.168389
H: -9.370169 0.359054 -1.127028
H: -10.606055 -1.855299 -4.580655
H: 4.119551 2.303002 4.749442
C: 0.556197 -0.321408 1.650109
C: -9.118229 -1.907578 -8.507246
C: -11.087638 -7.585755 -10.669506
O: 6.385415 2.589576 2.357171
H: 2.213732 0.644736 4.639520
H: 0.946582 -2.748450 3.965053
N: 9.961311 5.203508 -3.732537
C: 2.106046 4.362754 -0.638234
H: -11.749329 -3.485899 -7.067410
H: -0.270942 0.014094 3.750808
H: 10.267362 7.160734 -0.917588
C: -9.825225 -1.368748 -4.007110
C: 2.968485 -10.201280 -2.219870
C: 0.551944 -8.898801 -1.784213
C: 4.619906 7.357062 6.175973
C: 0.129108 -0.811634 3.092989
H: -7.038828 0.349087 -1.956190
C: 9.253108 5.244577 -0.602794
H: 3.636396 -1.608378 -0.669368
H: 5.684612 -0.821425 8.836533
C: 5.921124 2.501694 9.461998
C: -4.231884 -0.301535 1.914260
H: 1.269192 -5.148618 0.762489
C: 5.404464 0.097044 10.757521
C: 9.718241 6.413967 -1.563500
H: 5.207277 -0.840605 11.263581
C: -10.492419 -5.256110 -10.555083
H: 8.002544 3.991109 1.061994
H: 5.303532 6.733491 2.914180
C: 2.881022 -1.544481 0.163852
C: 3.491491 8.935074 4.750222
C: -12.809609 -5.905031 -10.598259
H: -8.034744 -1.937366 -8.537545
C: -5.534585 -1.968390 3.062312
C: 4.363257 1.872659 1.410488
C: 1.205915 -1.668404 3.859092
C: 4.033747 8.313101 3.631956
C: 7.480175 3.585572 0.151420
H: -12.978923 -1.813937 -8.414610
C: 5.385235 1.289417 11.471282
C: 3.343184 3.875068 2.663125
H: 6.148856 1.318103 7.683904
C: -7.515748 -0.746583 -3.740801
C: 10.742871 5.828720 -2.615907
C: 2.935402 -0.155319 0.892835
C: 1.696631 -8.483528 -1.114559
H: 1.641585 -5.453660 -1.811857
H: 0.921615 -3.413467 0.479390
C: 2.904083 -9.136982 -1.328785
H: -5.206889 0.688264 0.275741
H: 3.365500 8.945147 6.893575
C: -5.299850 -0.055045 1.059648
C: -9.816144 -2.810750 -7.714165
H: -9.263599 -0.259269 -9.876461
C: 0.907767 2.520890 4.475599
H: -0.390453 -8.390282 -1.615142
H: 0.049814 -4.708346 -1.464307
H: 2.838886 9.791810 4.630414
H: -1.461787 -1.449342 2.056586
H: 7.081857 5.362318 -1.169426
Cl: 5.657792 -0.122888 -0.003430

Atoms 1-6, force components in eV/Å:
H 0.107 -1.228 0.216
H 0.044 0.022 -0.015
H 0.043 0.018 0.019
H 0.056 -1.154 0.345
C 0.372 0.582 1.395
C 0.514 -0.067 0.857

Output
* max |F|: 2.752 eV/Å
* charge: +1
* E: -3624.1798 Ha

=====

Sequential highest occupied orbital energy output: -9.3 -10.0 eV